{"formula": "C8H26B2O29", "method": "ωB97M-V with the def2-TZVPD basis set", "lumo_ev": 3.045, "charge": -2, "de_lowest_ev": 9.8918, "homo_ev": -4.82, "symbols": ["O", "C", "O", "B", "O", "C", "O", "O", "C", "O", "C", "O", "O", "O", "C", "O", "B", "O", "C", "O", "O", "C", "O", "C", "O", "O", "O", "H", "H", "O", "H", "H", "O", "H", "H", "O", "H", "H", "O", "H", "H", "O", "H", "H", "O", "H", "H", "O", "H", "H", "O", "H", "H", "O", "H", "H", "O", "H", "H", "O", "H", "H", "O", "H", "H"], "positions_angstrom": [[1.4115, -1.1543, 3.0983], [0.7955, -1.1387, 2.0968], [1.3246, -1.1791, 0.9494], [0.3101, -0.8080, -0.0337], [-0.8819, -0.3536, 0.7938], [-0.5746, -0.6865, 1.9681], [-1.4146, -0.9312, 2.9275], [-0.0861, -1.9079, -0.8800], [0.4510, -1.6783, -1.9888], [-0.0218, -2.3187, -2.9468], [0.9798, -0.2965, -2.0022], [0.9029, 0.2673, -0.9656], [1.3073, 0.3062, -3.0208], [-0.6305, 3.5328, -1.6817], [-0.5515, 3.8059, -0.5084], [-0.5737, 2.8412, 0.3269], [-0.5764, 3.4964, 1.6359], [-0.5397, 4.9103, 1.4010], [-0.4800, 5.0673, 0.1324], [-0.3421, 6.1258, -0.4005], [0.6075, 3.0400, 2.4524], [0.2053, 2.5969, 3.5446], [0.9109, 2.0873, 4.4247], [-1.1953, 2.3591, 3.4453], [-1.6842, 3.0378, 2.4698], [-1.8979, 1.7002, 4.1292], [1.4600, -3.3363, 5.3224], [1.8700, -4.1117, 5.0881], [2.0103, -2.5358, 4.9714], [3.9600, -2.0999, 3.5436], [4.5092, -1.3720, 3.1763], [3.0153, -2.0968, 3.4588], [-0.8327, -3.2480, -5.2893], [-0.8472, -2.4936, -5.9238], [-0.6126, -3.1269, -4.3802], [-1.0728, -2.7347, 5.1308], [-1.1897, -1.9454, 4.5301], [-0.0981, -2.8469, 5.2882], [-3.1661, -2.2498, -1.8210], [-2.4102, -2.8292, -1.8989], [-3.1493, -2.2183, -0.8999], [4.0748, -0.3070, -4.5549], [3.7192, -0.9884, -3.8370], [3.7967, 0.6558, -4.2299], [-3.8074, -1.8546, 1.0121], [-3.2579, -2.3673, 1.5913], [-4.4216, -2.4579, 0.7117], [0.4963, 2.7659, -3.9805], [0.0457, 2.9306, -3.2873], [0.8850, 1.9306, -3.8044], [0.6141, 0.5976, -5.3037], [0.6451, 0.2830, -4.2441], [1.3185, 0.2174, -5.7868], [-3.2488, 1.0510, 0.1804], [-3.5537, 0.1429, 0.5063], [-2.3311, 1.0206, -0.2135], [-3.9854, -0.3717, 4.8050], [-4.4935, -0.0257, 5.3955], [-3.3414, 0.3005, 4.3531], [2.5967, -1.1280, -5.9722], [2.8517, -2.1222, -5.8494], [3.0921, -0.6038, -5.1696], [2.4983, 2.6831, -1.1547], [1.7985, 1.9577, -0.8490], [2.8060, 2.2134, -1.9826]]}

---

{"formula": "C8H26InN4O5", "method": "ωB97M-V with the def2-TZVPD basis set", "lumo_ev": [-4.400, -4.401], "charge": 1, "homo_ev": [-9.90, -9.90], "symbols": ["O", "H", "In", "N", "N", "O", "O", "C", "C", "C", "C", "H", "H", "H", "H", "H", "H", "H", "H", "O", "H", "H", "C", "H", "H", "H", "O", "H", "H", "N", "C", "C", "C", "N", "H", "H", "H", "H", "H", "H", "H", "H", "H", "H"], "positions_angstrom": [[0.2402, 3.6564, 0.6358], [0.1290, 4.5779, 0.9537], [-0.3111, 0.7375, -0.2348], [-1.2274, -0.2167, -1.9665], [1.0556, -1.1041, -1.1176], [-2.3616, 0.4256, -2.4530], [2.4056, -1.5537, -0.9578], [-0.6255, -1.0819, -2.7728], [0.6217, -1.5711, -2.2861], [-1.2109, -1.4824, -4.0717], [1.5325, -2.5302, -2.9297], [-2.0461, -0.8280, -4.3370], [-1.5762, -2.5164, -4.0159], [-0.4544, -1.4320, -4.8647], [1.7368, -3.3790, -2.2632], [2.4928, -2.0679, -3.1946], [1.0764, -2.9186, -3.8453], [-2.2715, 1.3264, -1.9592], [2.8050, -1.0427, -0.2278], [-0.9929, -1.8333, 0.8571], [-1.7038, -2.4083, 0.5090], [-0.1871, -2.1201, 0.3780], [1.7115, 2.4418, -0.6271], [1.7627, 3.3984, -0.1311], [1.5777, 2.4908, -1.7200], [2.5183, 1.7303, -0.3902], [-1.4174, 2.3674, -0.9638], [-0.5062, 3.4540, 0.0064], [-1.0440, 2.7848, -1.7514], [-1.8900, 0.9522, 1.3928], [-1.5657, 1.8623, 2.5234], [-0.7114, 1.2108, 3.5986], [0.1964, 0.0767, 3.1593], [0.9181, 0.3855, 1.8950], [-2.0682, -0.0150, 1.6794], [-2.7089, 1.2805, 0.8842], [-1.0559, 2.7474, 2.1176], [-2.5184, 2.2010, 2.9521], [-0.1025, 1.9938, 4.0663], [-1.3714, 0.8291, 4.3875], [0.9415, -0.1245, 3.9417], [-0.3654, -0.8486, 3.0009], [1.5719, -0.3678, 1.6673], [1.4783, 1.2370, 1.9844]]}

---

{"formula": "C8H27BN9O19", "method": "ωB97M-V with the def2-TZVPD basis set", "lumo_ev": 1.222, "charge": -1, "homo_ev": -4.52, "symbols": ["O", "N", "O", "B", "O", "H", "H", "H", "C", "N", "O", "O", "H", "H", "H", "C", "N", "O", "O", "H", "H", "H", "C", "N", "O", "O", "H", "H", "H", "C", "N", "O", "O", "H", "H", "H", "C", "N", "O", "O", "H", "H", "H", "C", "N", "O", "O", "H", "H", "H", "C", "N", "O", "O", "H", "H", "H", "C", "N", "O", "O", "H", "H", "H"], "positions_angstrom": [[-0.9917, 2.6849, 2.5334], [-0.4798, 1.7602, 1.9740], [-0.4384, 1.8856, 0.6491], [1.0122, 2.1609, 0.0204], [1.1804, 1.0429, -0.9162], [1.8011, 2.1617, 0.9568], [0.9323, 3.2613, -0.5218], [2.1214, 0.8878, -1.0582], [3.4064, -2.9598, -1.3845], [3.8450, -1.8804, -0.4548], [3.7982, -0.7425, -0.8480], [4.2101, -2.2363, 0.6522], [3.0960, -2.4916, -2.3105], [4.2437, -3.6379, -1.5158], [2.5841, -3.4720, -0.8934], [2.5359, -0.3043, 3.3433], [3.3780, 0.8504, 3.7627], [3.7848, 0.8922, 4.9127], [3.5835, 1.6862, 2.9171], [2.4202, -0.9585, 4.1975], [1.5884, 0.1110, 3.0026], [3.0520, -0.7721, 2.5098], [6.0857, 3.5151, 1.6611], [5.3011, 3.7941, 0.4195], [5.6327, 4.7449, -0.2676], [4.3800, 3.0475, 0.2154], [6.8708, 4.2565, 1.7459], [5.3768, 3.5411, 2.4844], [6.4703, 2.5039, 1.5652], [-2.5085, 0.7947, -1.1422], [-3.3997, 0.9137, -2.3281], [-3.3424, 1.8978, -3.0267], [-4.1654, -0.0208, -2.5347], [-1.8609, 1.6559, -1.0512], [-3.1638, 0.6861, -0.2828], [-1.9301, -0.1136, -1.2820], [5.9468, -7.5163, -2.0627], [5.6522, -6.0598, -2.1850], [5.9625, -5.3383, -1.2626], [5.1121, -5.6960, -3.2089], [6.4211, -7.6810, -1.1036], [4.9989, -8.0379, -2.1542], [6.5894, -7.7797, -2.8975], [-6.9940, 0.7588, -3.3816], [-8.3765, 0.5470, -3.8883], [-9.2428, 0.2405, -3.0920], [-8.5706, 0.7099, -5.0770], [-6.9980, 0.5669, -2.3165], [-6.3286, 0.0821, -3.9065], [-6.7164, 1.7836, -3.6164], [0.8469, -2.5476, 7.6891], [0.6771, -2.0470, 6.2937], [0.7256, -0.8529, 6.1153], [0.5118, -2.8885, 5.4334], [0.9895, -1.6900, 8.3346], [-0.0473, -3.1123, 7.9352], [1.7074, -3.2099, 7.6834], [-9.5119, 3.7946, -3.9647], [-8.1820, 4.4000, -3.6617], [-7.2600, 4.1304, -4.4020], [-8.1185, 5.1232, -2.6915], [-9.4084, 3.1769, -4.8488], [-9.8083, 3.2143, -3.0951], [-10.2053, 4.6173, -4.1113]]}

---

{"formula": "C8H27BaF3NO7", "method": "ωB97M-V with the def2-TZVPD basis set", "lumo_ev": -4.602, "charge": 1, "de_lowest_ev": 17.4525, "homo_ev": -9.74, "symbols": ["N", "H", "H", "H", "H", "Ba", "O", "H", "C", "O", "O", "C", "F", "F", "F", "C", "C", "H", "H", "H", "H", "H", "H", "C", "O", "H", "H", "H", "H", "C", "O", "H", "H", "H", "H", "C", "O", "H", "H", "H", "H", "C", "O", "H", "H", "H", "H"], "positions_angstrom": [[1.5640, 16.6604, 27.6674], [2.4559, 16.3273, 28.0046], [0.8258, 16.4140, 28.3110], [1.4013, 16.2085, 26.7789], [1.6950, 17.6611, 27.7084], [3.4806, 14.5709, 26.2545], [1.4952, 15.5092, 25.9596], [1.8504, 15.7907, 25.0941], [0.6192, 15.8818, 30.3115], [0.1296, 16.3728, 29.0603], [2.0162, 15.9026, 30.2263], [-0.2646, 16.4582, 31.4911], [0.3954, 16.2205, 32.6724], [-0.3677, 17.8012, 31.4469], [-1.5188, 15.9735, 31.5925], [-1.0584, 15.8687, 28.5110], [-0.9555, 16.0220, 27.0036], [-0.8818, 17.0626, 26.6878], [-0.2238, 15.4325, 26.4512], [-1.8950, 15.6431, 26.6011], [-1.8350, 16.5174, 28.9162], [-1.2956, 14.8399, 28.7821], [0.3902, 14.8209, 30.4119], [0.6136, 13.3684, 27.7831], [1.7035, 14.1928, 27.5161], [0.1838, 13.5957, 28.7587], [-0.0627, 13.3976, 26.9288], [0.9126, 12.3222, 27.8476], [1.4682, 14.6819, 26.7242], [0.0450, 17.1165, 24.2420], [0.4721, 17.2544, 25.5770], [-0.6698, 16.3138, 24.0607], [-0.3881, 18.0478, 23.8771], [0.8389, 16.8596, 23.5408], [0.9473, 16.4737, 25.8708], [0.5415, 14.0055, 23.8063], [-0.1112, 14.4212, 24.9689], [-0.0584, 13.3605, 23.1643], [0.8371, 14.8247, 23.1508], [1.4394, 13.4335, 24.0401], [0.4968, 14.9861, 25.4514], [3.4844, 16.2318, 23.6092], [3.2991, 14.9381, 24.1435], [3.7143, 16.9947, 24.3531], [4.2744, 16.1797, 22.8601], [2.5295, 16.5181, 23.1682], [3.2913, 14.2774, 23.4472]]}